Entry 1:
{
  "formula": "C21H48BrO3S",
  "method": "wB97M-V/def2-TZVPD",
  "homo_ev": -5.3,
  "orbital_gap_ev": 7.8718,
  "charge": -1,
  "symbols": ["O", "S", "O", "O", "C", "C", "C", "Br", "H", "H", "H", "H", "H", "H", "C", "C", "C", "C", "C", "C", "H", "H", "H", "H", "H", "H", "H", "H", "H", "H", "H", "H", "H", "H", "C", "C", "C", "C", "C", "C", "H", "H", "H", "H", "H", "H", "H", "H", "H", "H", "H", "H", "H", "H", "C", "C", "C", "C", "C", "C", "H", "H", "H", "H", "H", "H", "H", "H", "H", "H", "H", "H", "H", "H"],
  "coordinates": [[2.047, 1.685, 0.076], [2.289, 2.585, -1.047], [3.549, 3.319, -0.921], [2.086, 1.982, -2.371], [1.048, 3.862, -0.899], [-0.354, 3.527, -1.424], [-0.915, 2.196, -0.943], [-0.936, 0.801, -2.291], [0.977, 4.115, 0.153], [1.435, 4.731, -1.415], [-1.013, 4.294, -1.022], [-0.382, 3.605, -2.504], [-1.955, 2.299, -0.667], [-0.369, 1.822, -0.089], [6.503, -1.045, 3.450], [6.690, 0.469, 3.448], [5.880, 1.184, 4.528], [4.364, 1.017, 4.405], [3.778, 1.469, 3.067], [3.983, 2.952, 2.771], [5.467, -1.322, 3.250], [7.120, -1.515, 2.682], [6.787, -1.471, 4.416], [6.431, 0.867, 2.464], [7.749, 0.696, 3.600], [6.130, 2.248, 4.509], [6.197, 0.816, 5.512], [3.889, 1.583, 5.215], [4.098, -0.031, 4.577], [2.706, 1.261, 3.067], [4.192, 0.875, 2.250], [3.519, 3.564, 3.552], [3.517, 3.191, 1.817], [5.037, 3.229, 2.705], [1.565, -1.942, -0.821], [2.029, -3.029, -1.785], [0.912, -3.553, -2.688], [-0.258, -4.205, -1.950], [0.124, -5.377, -1.047], [0.752, -6.547, -1.800], [0.808, -2.315, -0.126], [2.397, -1.560, -0.229], [1.140, -1.101, -1.367], [2.483, -3.856, -1.228], [2.819, -2.622, -2.420], [1.334, -4.264, -3.406], [0.523, -2.721, -3.281], [-0.988, -4.551, -2.689], [-0.772, -3.450, -1.350], [-0.776, -5.728, -0.533], [0.808, -5.037, -0.265], [0.072, -6.925, -2.567], [0.982, -7.370, -1.121], [1.682, -6.255, -2.289], [-4.743, 1.725, -2.745], [-5.133, 0.559, -1.844], [-6.615, 0.192, -1.920], [-7.576, 1.301, -1.488], [-7.351, 1.826, -0.071], [-7.537, 0.764, 1.009], [-5.266, 2.644, -2.471], [-3.673, 1.916, -2.669], [-4.971, 1.503, -3.790], [-4.854, 0.786, -0.811], [-4.543, -0.315, -2.126], [-6.792, -0.701, -1.313], [-6.857, -0.093, -2.949], [-8.601, 0.925, -1.568], [-7.506, 2.137, -2.190], [-8.054, 2.644, 0.111], [-6.352, 2.260, 0.013], [-8.542, 0.339, 0.966], [-7.395, 1.190, 2.003], [-6.821, -0.052, 0.898]],
  "mulliken_charge": [-0.556, 1.148, -0.769, -0.667, -0.978, -0.509, -0.638, -0.157, 0.365, 0.401, 0.385, 0.328, 0.315, 0.361, -1.182, -0.358, -0.714, -0.865, 0.000, -0.917, 0.272, 0.371, 0.293, 0.271, 0.358, 0.301, 0.397, 0.380, 0.323, 0.337, 0.110, 0.277, 0.084, 0.264, -0.896, -0.424, -0.715, -0.643, -0.379, -1.197, 0.266, 0.350, 0.089, 0.261, 0.345, 0.328, 0.347, 0.385, 0.299, 0.367, 0.246, 0.288, 0.375, 0.284, -0.968, -0.191, -0.838, -0.704, -0.326, -1.199, 0.276, 0.153, 0.319, 0.165, 0.363, 0.328, 0.378, 0.392, 0.301, 0.358, 0.233, 0.296, 0.375, 0.285]
}

Entry 2:
{
  "formula": "C2H5N3P2",
  "method": "wB97M-V/def2-TZVPD",
  "homo_ev": [-6.9, -9.5],
  "orbital_gap_ev": [7.6594, 7.2378],
  "de_lowest_kcal_mol": 0.0,
  "spin_multiplicity": 3,
  "symbols": ["C", "C", "N", "N", "N", "P", "P", "H", "H", "H", "H", "H"],
  "coordinates": [[-0.820, 0.900, -0.856], [-0.511, -0.176, 0.179], [2.519, 0.060, -1.181], [2.490, -0.117, 1.060], [-0.094, 1.062, 0.438], [2.427, -1.253, -0.208], [2.413, 1.176, -0.035], [-0.268, 0.921, -1.815], [-1.932, 1.263, -0.989], [-1.136, -0.701, 0.999], [0.113, -0.923, -0.271], [2.179, -0.144, 1.959]],
  "lowdin_spin": [0.057, 0.131, 0.047, 0.089, 0.698, 0.527, 0.320, 0.018, 0.016, 0.042, 0.055, 0.000]
}

Entry 3:
{
  "formula": "C4H5O3",
  "method": "wB97M-V/def2-TZVPD",
  "homo_ev": [-10.4, -10.4],
  "orbital_gap_ev": [10.9935, 7.0345],
  "de_lowest_kcal_mol": 0.0,
  "spin_multiplicity": 2,
  "symbols": ["O", "C", "O", "C", "C", "C", "O", "H", "H", "H", "H", "H"],
  "coordinates": [[0.008, 0.758, 2.529], [0.664, 0.351, 1.486], [1.808, 0.628, 1.238], [-0.226, -0.502, 0.573], [-0.313, 0.163, -0.796], [-0.966, -0.698, -1.831], [-0.735, -0.597, -3.005], [-1.194, -0.661, 1.043], [0.247, -1.488, 0.508], [-0.872, 1.106, -0.686], [0.671, 0.514, -1.095], [-1.684, -1.469, -1.485]],
  "lowdin_spin": [0.830, 0.059, 0.035, 0.051, 0.008, 0.003, 0.003, 0.004, 0.006, 0.001, 0.000, 0.000]
}

Entry 4:
{
  "formula": "C25H27BClN7O4S4Zr",
  "method": "wB97M-V/def2-TZVPD",
  "homo_ev": -7.7,
  "orbital_gap_ev": 7.0418,
  "de_lowest_kcal_mol": 1.0,
  "symbols": ["Zr", "C", "S", "C", "S", "N", "N", "C", "C", "C", "C", "C", "C", "N", "H", "H", "H", "H", "H", "H", "H", "H", "C", "N", "C", "C", "N", "B", "N", "C", "C", "N", "C", "C", "S", "C", "S", "H", "H", "H", "H", "H", "H", "H", "H", "H", "H", "H", "H", "O", "C", "O", "C", "C", "C", "C", "O", "C", "O", "C", "C", "H", "H", "H", "H", "H", "Cl", "C", "H", "H"],
  "coordinates": [[-0.477, 0.718, 0.207], [-2.066, 2.127, 5.279], [-0.277, 2.033, 5.061], [-0.108, 1.914, 3.321], [-1.450, 2.104, 2.258], [1.123, 1.693, 2.965], [1.253, 1.604, 1.589], [2.366, 2.029, 1.135], [2.636, 1.973, -0.299], [3.835, 2.463, -0.797], [4.057, 2.405, -2.165], [3.075, 1.861, -2.969], [1.904, 1.395, -2.385], [1.682, 1.448, -1.078], [-2.221, 2.163, 6.356], [-2.548, 1.246, 4.863], [-2.470, 3.025, 4.821], [3.103, 2.437, 1.820], [4.569, 2.878, -0.120], [4.980, 2.777, -2.589], [3.199, 1.788, -4.040], [1.123, 0.950, -2.988], [1.992, -2.345, 2.665], [1.293, -2.998, 1.577], [0.928, -4.333, 1.552], [0.407, -4.562, 0.332], [0.449, -3.386, -0.392], [0.034, -3.280, -1.897], [-1.457, -2.804, -1.990], [-2.527, -3.655, -1.850], [-3.664, -2.925, -1.878], [-3.279, -1.612, -2.034], [-4.172, -0.465, -2.089], [-1.931, -1.557, -2.095], [-1.052, -0.083, -2.310], [0.982, -2.435, 0.390], [-2.076, -1.158, 0.896], [3.071, -2.464, 2.554], [1.672, -2.789, 3.605], [1.741, -1.288, 2.683], [1.077, -4.977, 2.399], [0.021, -5.467, -0.101], [0.747, -2.509, -2.473], [0.067, -4.401, -2.343], [-2.386, -4.716, -1.754], [-4.697, -3.212, -1.801], [-5.171, -0.823, -2.327], [-3.827, 0.220, -2.859], [-4.173, 0.061, -1.135], [-0.673, 2.610, -0.888], [-1.958, 2.673, -0.845], [-2.585, 1.735, -0.305], [-2.659, 3.832, -1.443], [-4.039, 3.922, -1.326], [-4.745, 4.994, -1.873], [-4.001, 5.946, -2.525], [-4.442, 7.067, -3.172], [-3.259, 7.817, -3.452], [-2.160, 6.919, -3.381], [-2.621, 5.856, -2.643], [-1.913, 4.812, -2.116], [-4.562, 3.143, -0.788], [-5.819, 5.075, -1.788], [-3.145, 8.597, -2.691], [-3.325, 8.231, -4.454], [-0.840, 4.729, -2.203], [-1.008, -1.135, 2.648], [1.208, -1.049, 0.039], [1.368, -1.013, -1.036], [2.099, -0.679, 0.547]],
  "mulliken_charge": [0.220, -0.792, -0.047, 0.402, -0.417, -1.500, 1.437, -0.980, 0.840, -0.926, -0.415, -0.966, -0.155, 0.744, 0.358, 0.270, 0.294, 0.380, 0.479, 0.413, 0.463, 0.397, -0.893, 0.432, -0.671, -0.540, 0.348, -0.062, 0.429, -0.361, -0.487, 0.290, -0.874, -0.513, -0.405, -0.992, -0.111, 0.311, 0.296, 0.302, 0.458, 0.458, -0.119, -0.184, 0.455, 0.433, 0.360, 0.358, 0.236, -0.648, 1.272, -0.560, 0.072, -0.488, -1.187, 0.916, -0.491, -0.166, -0.492, 0.844, -0.974, 0.525, 0.425, 0.247, 0.226, 0.557, -0.190, -0.351, 0.525, 0.483]
}

Entry 5:
{
  "formula": "CH3F2PS",
  "method": "wB97M-V/def2-TZVPD",
  "homo_ev": [-8.5, -8.5],
  "orbital_gap_ev": [7.0485, 6.8984],
  "de_lowest_kcal_mol": 39.5,
  "symbols": ["C", "F", "F", "P", "S", "H", "H", "H"],
  "coordinates": [[-1.010, 0.906, -0.263], [1.684, -1.951, 1.423], [2.016, -0.280, -0.324], [1.344, -1.733, -0.089], [-1.316, -0.591, 0.637], [-1.045, 0.756, -1.364], [0.032, 1.247, -0.045], [-1.706, 1.646, 0.024]],
  "mulliken_charge": [-0.756, -0.144, -0.205, 0.549, -0.274, 0.271, 0.244, 0.314]
}

| no. | electronic energy (eV) |
| --- | --- |
| 1 | -109578.932 |
| 2 | -25197.919 |
| 3 | -10369.142 |
| 4 | -102810.242 |
| 5 | -26644.551 |